1.
Here is a single C5H11NO molecule at a distorted geometry from the OMol25 dataset. Energies are from ωB97M-V/def2-TZVPD.

Atoms and positions in Å:
C 1.26163 -0.64267 -1.10708
C -1.28961 1.51058 0.88840
C -1.34898 -0.97046 0.31576
C 0.46439 0.49344 -0.56013
C -0.63793 0.34540 0.18843
N 1.65286 -1.53690 0.06204
O 1.11153 1.69782 -0.72982
H 0.56381 2.41142 -0.38499
H 2.20852 -2.32572 -0.23775
H 2.23279 -0.98610 0.68695
H 2.11851 -0.22494 -1.65730
H 0.65680 -1.26522 -1.77675
H -0.55279 2.17463 1.34927
H -1.89957 2.09956 0.20509
H -2.42878 -0.82409 0.26669
H -1.05562 -1.67295 -0.45570
H -1.11326 -1.42501 1.27546
H -1.94429 1.14120 1.67142

Forces on the atoms, in the same order (eV/Å):
C 0.38 -1.00 0.78
C 0.31 -0.09 -0.13
C 0.17 0.10 0.06
C -0.41 0.04 0.82
C 0.04 0.23 -0.63
N -0.19 0.89 -0.83
O 0.01 0.07 -0.11
H -0.01 -0.06 0.00
H 0.11 -0.02 -0.23
H -0.03 -0.08 0.02
H -0.22 -0.23 0.08
H 0.18 0.18 -0.01
H -0.06 0.04 0.06
H -0.13 0.14 -0.07
H -0.05 0.01 -0.03
H 0.00 -0.12 -0.06
H -0.05 -0.15 0.14
H -0.06 0.05 0.16

Calculated values
SMILES = CC(C)=C(O)CN
E_HOMO = -8.07 eV
E = -327.08051 a.u.
Orbital gap = 9.0 eV
LUMO = 0.88 eV
Relative energy (zero: lowest compared OMol25 entry of this formula, charge and spin) = 133.5 kJ/mol
Multiplicity = 1

---

2.
Here is 2 unconnected molecules or ions with the total composition C2H7BrN at a distorted geometry from the OMol25 dataset. Energies are from ωB97M-V/def2-TZVPD.

Atoms and positions in Å:
C -0.04828 -1.56813 0.46957
C 0.65057 0.38152 -0.82020
N 0.08656 1.52498 -0.11093
Br 2.57099 0.47819 -0.81310
H -1.13170 -1.15567 0.57649
H 0.10650 -2.50225 -0.16824
H 0.67025 -1.42600 1.25788
H 0.22900 0.06617 -1.78228
H -0.61310 2.24366 -0.42048
H -0.33663 1.16598 0.77857
H 0.79116 2.19512 0.35274

Forces on the atoms, in the same order (eV/Å):
C -1.01 2.01 -2.45
C 0.45 -3.51 0.51
N -0.56 2.54 3.72
Br -0.81 0.01 -0.12
H 2.13 -1.14 0.01
H -0.32 1.67 0.77
H -0.06 0.06 0.30
H 0.06 0.89 0.44
H 0.36 -1.23 -1.04
H 0.00 0.07 -0.85
H -0.24 -1.37 -1.29

Calculated values
E_HOMO (spin up / spin down) = -13.49 / -13.49 eV
E = -2708.76664 a.u.
Total charge = +1
Orbital gap (spin up / spin down) = 8.7 / 8.7 eV
LUMO (spin up / spin down) = -4.83 / -4.83 eV
Relative energy (zero: lowest compared OMol25 entry of this formula, charge and spin) = 317.5 kJ/mol
Multiplicity = 1

---

3.
Here is a single C7H10BrNO2 molecule at a distorted geometry from the OMol25 dataset. Energies are from ωB97M-V/def2-TZVPD.

Atoms and positions in Å:
C 0.80423 0.28059 -3.37242
C 0.60204 0.28060 -2.08158
C 0.00759 -0.80377 0.26871
C 0.34877 -0.94184 -1.39142
C -0.96913 -1.95955 0.92256
C -1.16454 1.15270 1.01071
C 0.75934 0.53442 2.14158
N 0.07381 0.51318 0.83226
O -1.65167 -1.45294 1.80738
O -0.82576 -2.97303 0.26167
Br 0.53014 -2.61679 -2.17669
H 1.38124 1.08301 -3.77853
H 0.66825 -0.58109 -3.91095
H 0.88643 1.11291 -1.36872
H -1.89894 1.09963 0.25454
H -1.66608 0.58936 1.82123
H -1.15306 2.22089 1.32913
H 0.07220 -0.17631 2.78075
H 1.74069 0.11783 2.04305
H 0.81559 1.53150 2.46043
H 0.63888 0.98869 0.14629

Forces on the atoms, in the same order (eV/Å):
C 1.35 2.40 -0.15
C 0.78 -0.49 2.42
C 0.43 -3.33 -6.36
C -1.68 0.93 7.37
C 1.86 1.37 -1.78
C -3.71 1.83 2.52
C -1.34 -3.01 0.99
N 1.81 0.18 -0.93
O -0.58 -0.79 0.86
O -0.96 -0.62 1.28
Br -0.13 0.46 -0.04
H -0.32 0.60 -0.71
H -0.39 -1.77 -1.35
H -0.40 -0.46 -1.66
H -0.08 -0.40 -1.60
H 0.29 0.43 -0.35
H 0.83 -0.69 -0.29
H 1.56 1.61 -0.88
H 0.47 -0.33 -0.10
H -0.12 1.28 0.71
H 0.32 0.80 0.05

Calculated values
SMILES = C=C/C(Br)=C(/C(=O)[O-])[NH+](C)C
E_HOMO (spin up / spin down) = -8.20 / -8.47 eV
E = -3051.76948 a.u.
Orbital gap (spin up / spin down) = 7.7 / 7.8 eV
LUMO (spin up / spin down) = -0.53 / -0.67 eV
Relative energy (zero: lowest compared OMol25 entry of this formula, charge and spin) = 426.8 kJ/mol
Multiplicity = 1

---

4.
Here is a molecular structure, CHAlFLiO3 at a distorted geometry from the OMol25 dataset. Energies are from ωB97M-V/def2-TZVPD.

Atoms and positions in Å:
Li 1.12997 1.61359 -2.76300
O -0.39270 0.53237 -0.61161
H -1.40629 0.58117 -0.92134
O -0.55841 -0.19825 1.45352
O -0.12337 0.38123 -1.99309
C 0.06580 -0.16904 0.43496
F 1.05837 -0.88549 0.13016
Al -0.71660 -0.84746 2.86118

Forces on the atoms, in the same order (eV/Å):
Li 1.87 1.54 -1.86
O -3.93 1.91 -3.41
H -0.35 0.40 1.99
O 0.45 3.90 -6.57
O 0.87 -1.13 0.23
C 3.41 -3.84 -0.76
F -0.80 1.27 0.52
Al -1.52 -4.05 9.86

Calculated values
E_HOMO (spin up / spin down) = -36.11 / -29.08 eV
E = -611.84216 a.u.
Total charge = +4
Orbital gap (spin up / spin down) = 13.7 / 3.7 eV
LUMO (spin up / spin down) = -22.45 / -25.39 eV
Multiplicity = 1

---

5.
Here is a molecular structure, H26NeO13 at a distorted geometry from the OMol25 dataset. Energies are from ωB97M-V/def2-TZVPD.

Atoms and positions in Å:
Ne -15.60111 -11.77744 3.42304
O -15.16559 -9.17725 0.55940
H -14.60308 -9.76203 1.06720
H -15.95650 -9.08408 1.09046
O -16.62517 -14.08491 2.13730
H -15.71397 -14.07136 1.84445
H -17.02506 -14.80135 1.64431
O -17.14178 -9.78188 5.68417
H -16.52103 -10.51037 5.66959
H -17.67059 -9.90137 4.89530
O -15.43593 -11.77500 6.14916
H -14.78671 -12.02554 6.80640
H -15.70076 -12.60180 5.74607
O -13.45411 -11.24748 1.72516
H -12.52953 -11.04558 1.58152
H -13.56199 -11.21491 2.67570
O -17.90353 -11.64392 1.02557
H -17.42679 -12.21265 1.63013
H -18.82261 -11.74888 1.27160
O -13.04396 -11.23365 4.52788
H -13.72714 -11.17447 5.19571
H -12.45641 -10.50288 4.72018
O -13.73563 -14.01027 1.79194
H -13.81490 -13.05828 1.85240
H -13.02167 -14.15265 1.17046
O -17.37172 -9.23375 2.09712
H -17.58959 -10.10099 1.75555
H -18.18543 -8.91977 2.49146
O -14.92206 -8.01034 5.07284
H -14.85484 -7.21470 5.60072
H -15.65133 -8.49443 5.46020
O -14.48916 -15.93628 3.90625
H -14.08812 -15.26775 3.35086
H -14.98101 -16.48920 3.29914
O -11.62649 -13.43912 3.77889
H -12.11038 -12.66957 4.07869
H -12.14573 -13.78048 3.05081
O -16.45065 -13.94976 4.79653
H -16.65390 -13.81300 3.87120
H -16.01294 -14.80060 4.82290

Forces on the atoms, in the same order (eV/Å):
Ne -0.08 0.17 -0.17
O 0.39 0.08 -0.58
H 0.23 -0.20 0.04
H -0.29 0.35 0.20
O -0.48 0.21 -0.19
H 0.76 -0.04 -0.21
H -0.29 -0.15 -0.12
O -0.43 0.66 0.00
H 0.37 -0.50 0.36
H -0.09 0.17 -0.25
O 0.91 0.61 0.33
H -0.02 0.03 0.46
H -0.56 -1.07 -0.65
O -0.28 -0.39 -0.57
H 0.32 0.09 -0.11
H 0.12 0.37 0.92
O -0.14 0.29 -0.19
H 0.31 -0.62 0.14
H -0.36 -0.14 -0.05
O 0.30 0.14 -0.27
H -0.83 -0.09 0.28
H 0.22 0.36 -0.03
O -0.36 -1.03 0.22
H 0.20 1.15 -0.22
H 0.08 -0.11 -0.40
O -0.13 0.60 0.80
H -0.13 -0.75 -0.58
H -0.07 0.39 0.04
O 0.63 0.12 -0.14
H 0.07 0.21 0.06
H -0.71 -0.39 0.04
O -0.24 -0.27 0.49
H 0.29 0.38 -0.28
H -0.07 -0.23 -0.13
O 0.67 -0.46 -0.14
H -0.28 0.33 0.31
H -0.13 -0.15 0.01
O -0.22 0.47 1.11
H -0.08 -0.17 -0.43
H 0.41 -0.40 -0.08

Calculated values
E_HOMO = -9.91 eV
E = -1122.68599 a.u.
Orbital gap = 9.8 eV
LUMO = -0.16 eV
Relative energy (zero: lowest compared OMol25 entry of this formula, charge and spin) = 37.0 kJ/mol
Multiplicity = 1

---

6.
Here is a single C14H7ClO2 molecule from the OMol25 dataset. Energies are from ωB97M-V/def2-TZVPD.

Atoms and positions in Å:
O -0.04467 -2.78927 -0.05885
C -0.01621 -1.58091 -0.01885
C 1.25542 -0.80570 0.08575
C 2.35510 -1.32445 0.75633
C 3.50552 -0.55725 0.86825
C 3.56927 0.70626 0.29258
C 2.48260 1.21701 -0.40200
C 1.31966 0.46395 -0.49365
C 0.11322 0.98563 -1.20087
O 0.17748 1.72911 -2.15263
C -1.18836 0.52356 -0.62712
C -2.30789 1.34062 -0.66380
C -3.48098 0.87907 -0.08565
Cl -4.88165 1.89817 -0.09407
C -3.56218 -0.37757 0.49633
C -2.44423 -1.19823 0.50332
C -1.25263 -0.74462 -0.04518
H 2.29714 -2.31591 1.18302
H 4.35657 -0.95272 1.40600
H 4.46804 1.30193 0.37859
H 2.51911 2.19034 -0.87088
H -2.26842 2.31448 -1.12949
H -4.48822 -0.71474 0.93826
H -2.48368 -2.18877 0.93462

Forces on the atoms, in the same order (eV/Å):
O -0.02 0.01 0.24
C -0.01 -0.05 0.03
C 0.03 0.08 -0.01
C 0.00 0.07 -0.16
C -0.02 -0.06 0.00
C -0.04 0.06 -0.05
C -0.05 -0.15 -0.07
C 0.00 -0.09 0.05
C 0.03 0.07 -0.06
O -0.01 0.14 0.23
C -0.04 -0.07 0.06
C -0.09 -0.15 -0.03
C 0.04 0.04 -0.05
Cl -0.03 0.02 0.01
C 0.13 -0.14 0.01
C 0.02 0.05 -0.15
C 0.01 0.13 -0.05
H -0.01 -0.03 0.01
H 0.03 0.03 0.00
H 0.04 -0.04 0.04
H 0.01 0.03 -0.02
H 0.05 0.02 -0.03
H -0.05 0.05 0.00
H -0.01 -0.02 0.01

Calculated values
SMILES = O=C1c2ccccc2C(=O)c2cc(Cl)ccc21
E_HOMO = -9.61 eV
E = -1148.39654 a.u.
Orbital gap = 8.7 eV
LUMO = -0.88 eV
Relative energy (zero: lowest compared OMol25 entry of this formula, charge and spin) = 0.0 kJ/mol
Multiplicity = 1